The following is a DFT calculation (wB97M-V/def2-TZVPD) of 4 unconnected molecules or ions with the total composition C35H32F10N3O2S2 at a distorted geometry.

Each line ends with the Mulliken charge.
Atoms and positions in Å:
C -1.8628 2.3191 2.7397  -0.51
C -0.7622 2.7352 1.7930  -0.66
C -0.3610 1.7667 0.4978  0.49
C -1.5164 1.6761 -0.6598  0.38
C -2.9751 2.4620 -0.6316  -0.46
C -2.9347 3.9473 -1.3606  -0.86
C -1.0835 0.6779 -1.9335  -0.31
N -2.1684 0.6023 -2.9780  -0.31
C -1.8920 1.5309 -3.9807  0.20
S -1.4746 2.1359 -5.5503  0.03
C 0.4076 -0.0783 -1.9900  0.09
S 0.6787 -1.1755 -3.4823  1.18
C 1.1553 -2.9749 -3.0189  -0.83
O 1.7128 -0.5524 -4.5044  -0.60
O -0.5709 -1.4338 -4.3789  -0.49
N 1.4721 0.1143 -0.8758  0.33
C 2.8507 -0.4711 -0.8827  0.09
F 3.7855 0.7253 -0.7667  -0.32
F 3.4120 -1.0076 -2.1367  -0.27
C 3.1598 -1.6488 0.2151  0.68
F 3.1390 -2.9450 -0.5721  -0.31
F 2.1338 -1.8604 1.2548  -0.23
C 4.7230 -1.6323 0.8074  0.80
F 5.7436 -1.3847 -0.2487  -0.22
F 4.9565 -3.0655 1.2337  -0.25
F 4.8895 -0.8310 2.0361  -0.17
C 1.1091 0.9736 0.3612  0.29
C 2.0036 1.2453 1.6929  -0.96
C 1.4967 0.6155 3.1065  0.65
C 2.5418 0.8299 4.3979  -0.98
N 0.3682 -0.0914 3.3903  -0.64
H -1.8355 1.3644 3.4181  0.32
H -2.8736 2.9530 2.7795  0.08
H -0.2098 3.7482 2.0259  0.31
H -3.4181 2.6074 0.4416  0.08
H -3.7578 1.8197 -1.2486  0.39
H -2.0620 4.6311 -0.9491  0.27
H -3.9577 4.4803 -1.0885  0.32
H -2.8606 3.8732 -2.5298  0.27
H 0.6254 -3.7644 -3.7069  0.44
H 2.3141 -3.1454 -3.0342  0.28
H 0.7565 -3.1480 -1.9273  0.27
H 1.9991 2.4318 1.8481  0.60
H 3.1399 0.9707 1.6313  0.38
H 3.3021 1.7045 4.1947  0.30
H 3.2006 -0.1656 4.4117  0.19
H 1.9856 0.9051 5.4246  0.36
H -0.1480 -0.1652 2.4925  0.33
F -5.7507 -0.0814 -6.8021  -0.30
C -4.8568 -0.8606 -7.4252  0.25
C -5.0565 -1.1995 -8.7590  -0.38
C -4.1234 -2.0066 -9.4097  -0.38
C -3.0053 -2.4752 -8.7154  -0.46
C -2.8163 -2.1338 -7.3754  -0.38
C -3.7437 -1.3176 -6.7283  -0.39
H -5.9352 -0.8330 -9.2797  0.41
H -4.2664 -2.2708 -10.4545  0.36
H -2.2800 -3.1084 -9.2220  0.37
H -1.9475 -2.5031 -6.8359  0.38
H -3.6078 -1.0351 -5.6897  0.53
F -5.1043 4.0122 1.8840  -0.31
C -5.8980 3.4071 2.7776  0.54
C -5.3876 3.0653 4.0252  -0.30
C -6.2151 2.4398 4.9578  -0.59
C -7.5420 2.1530 4.6280  -0.46
C -8.0435 2.4955 3.3713  -0.38
C -7.2190 3.1309 2.4432  -0.41
H -4.3521 3.2884 4.2605  0.47
H -5.8279 2.1755 5.9387  0.36
H -8.1858 1.6612 5.3541  0.37
H -9.0755 2.2676 3.1155  0.36
H -7.5950 3.4122 1.4651  0.41
F 6.3232 -1.5951 5.8158  -0.28
C 7.2171 -2.3743 5.1927  0.20
C 7.0174 -2.7132 3.8589  -0.08
C 7.9506 -3.5202 3.2082  -0.29
C 9.0686 -3.9889 3.9025  -0.53
C 9.2576 -3.6474 5.2425  -0.43
C 8.3302 -2.8313 5.8896  -0.38
H 6.1388 -2.3467 3.3382  0.22
H 7.8076 -3.7844 2.1634  0.36
H 9.7939 -4.6221 3.3959  0.36
H 10.1265 -4.0168 5.7820  0.36
H 8.4661 -2.5487 6.9283  0.41

Force components x, y, z for each atom (eV/Å):
C 1.4 0.8 -2.0
C -1.9 -1.7 1.3
C 0.2 -1.4 -1.5
C 3.6 -1.7 0.7
C -0.2 -0.2 -0.8
C -0.1 0.4 0.2
C 1.8 0.9 2.1
N 4.1 5.1 -2.9
C 0.5 -3.6 -1.3
S -1.8 -1.9 6.2
C -2.9 2.5 2.1
S 0.3 -0.9 -9.3
C 0.4 -1.0 1.8
O -2.7 -1.6 5.2
O 2.7 1.2 4.5
N -3.1 1.5 1.0
C 3.5 1.6 -2.3
F -2.8 -3.5 0.7
F -2.9 1.5 3.6
C -0.5 -3.4 -0.1
F -0.2 4.2 2.4
F 3.5 1.3 -3.3
C 2.3 -2.7 1.3
F -4.0 -0.4 4.1
F -0.7 5.1 -1.3
F -0.6 -2.3 -4.7
C -2.9 0.8 -0.8
C 0.7 0.6 0.1
C -2.2 -1.8 2.5
C 0.5 -0.9 -1.4
N 4.3 3.1 -2.4
H -0.4 1.1 -2.4
H 3.0 -0.5 0.9
H -1.7 -1.6 -1.6
H 1.4 -0.5 -2.0
H 1.9 1.1 1.3
H -1.8 -1.6 -0.8
H 2.2 -1.2 -0.6
H -0.1 0.0 2.4
H 0.8 2.3 1.0
H -2.3 0.8 0.0
H 0.8 0.3 -2.0
H -0.1 -2.6 -0.5
H -2.2 0.4 -0.3
H -1.7 -1.6 0.5
H -1.4 2.1 0.0
H 0.9 0.0 -2.3
H 0.0 -0.2 0.5
F -0.2 0.2 0.1
C 0.8 -0.7 -0.6
C -0.1 0.1 0.0
C 0.2 0.0 0.4
C -0.1 0.0 0.0
C -0.3 0.1 -0.3
C -0.1 0.1 0.0
H 0.1 0.0 0.1
H 0.0 0.1 0.2
H -0.1 0.1 0.1
H -0.2 0.1 -0.1
H 0.0 0.0 -0.1
F 0.5 0.2 -0.4
C -1.0 -0.7 1.1
C 0.0 0.0 -0.1
C -0.3 0.0 -0.3
C 0.1 0.0 0.0
C 0.4 0.0 0.2
C 0.1 0.0 -0.1
H -0.1 0.1 0.1
H 0.0 0.1 -0.2
H 0.1 0.1 -0.2
H 0.2 0.1 0.0
H 0.1 0.0 0.1
F -0.2 0.2 0.1
C 0.8 -0.7 -0.5
C -0.1 0.1 0.0
C 0.2 0.0 0.4
C -0.1 0.0 0.0
C -0.3 0.1 -0.3
C -0.1 0.1 0.0
H 0.2 -0.1 0.2
H 0.0 0.0 0.2
H -0.1 0.1 0.1
H -0.2 0.1 -0.1
H -0.1 0.0 -0.1

F_max ... 9.35 eV Å⁻¹
Net charge ... +1
E ... -3461.58497 Ha
LUMO energy ... -5.91 eV
HOMO-LUMO gap ... 4.74 eV

=====

The following is a DFT calculation (wB97M-V/def2-TZVPD) of 7 unconnected molecules or ions with the total composition C35H32F6O7S at a distorted geometry.

Each line ends with the Mulliken charge.
Atoms and positions in Å:
O 8.7886 14.2551 14.1383  -0.52
C 9.6297 15.1263 14.0529  0.62
O 9.5166 16.1922 13.1950  -0.35
C 10.6295 17.0485 13.4817  -0.64
C 11.3594 16.4781 14.6789  1.19
F 11.1863 17.1647 15.8323  -0.35
O 10.7615 15.2117 14.8328  -0.28
H 11.2292 17.1950 12.5765  0.34
H 10.2225 18.0381 13.7595  0.31
H 12.4195 16.4191 14.5259  -0.40
O 11.7404 11.1145 11.6468  -0.47
S 11.0774 12.0031 12.5030  1.27
O 11.2623 13.3940 12.3184  -0.60
O 9.5488 11.7990 12.5808  -0.43
C 9.0726 11.3474 13.8903  -0.18
C 10.2280 11.5558 14.8786  -0.14
O 11.3803 11.5862 14.0083  -0.53
H 8.1922 11.8853 14.2353  0.43
H 8.7584 10.3063 13.6320  0.00
H 10.3767 10.8073 15.6149  0.41
H 10.0217 12.5233 15.3089  0.24
F 17.8941 12.5492 9.9500  -0.31
C 16.6193 12.0915 9.7979  0.47
C 16.3837 10.8924 9.2173  -0.52
C 15.0459 10.5717 8.9256  -0.48
C 14.0351 11.4421 9.2701  -0.33
C 14.2932 12.6542 9.8484  -0.42
C 15.6133 12.9794 10.1960  -0.34
H 17.1624 10.2627 8.7460  0.35
H 14.8300 9.6127 8.4714  0.37
H 13.0562 11.1610 8.9677  0.45
H 13.4353 13.2890 10.0032  0.42
H 15.8774 13.9547 10.6397  0.38
F 6.9990 7.2240 14.6933  -0.31
C 8.2194 7.2283 14.1629  0.43
C 8.4302 6.9098 12.8418  -0.63
C 9.6554 7.0852 12.2795  -0.28
C 10.7643 7.3376 13.0486  -0.65
C 10.5986 7.6225 14.4112  -0.33
C 9.2998 7.5914 14.9484  -0.05
H 7.6132 6.6774 12.1734  0.45
H 9.7446 6.9120 11.1918  0.35
H 11.6906 7.4787 12.4941  0.36
H 11.4297 8.1051 14.9354  0.37
H 9.1712 7.9156 15.9842  0.30
F 13.7405 14.2655 16.6334  -0.35
C 14.1984 14.8745 15.5355  0.52
C 14.9225 16.0405 15.7295  -0.41
C 15.4919 16.6481 14.6197  -0.51
C 15.1614 16.1636 13.3786  -0.64
C 14.2795 15.0989 13.2060  -0.28
C 13.7919 14.4548 14.2896  -0.48
H 15.1427 16.3975 16.7481  0.44
H 16.1433 17.5201 14.7391  0.37
H 15.5275 16.6314 12.4729  0.40
H 14.0400 14.8199 12.1971  0.72
H 13.1315 13.6077 14.1161  0.20
F 10.7101 10.2949 8.9545  -0.14
C 9.5405 9.6298 8.9858  0.20
C 8.7190 9.6781 10.1029  0.15
C 7.4762 9.0689 10.0754  -0.44
C 7.0132 8.4426 8.8975  -0.73
C 7.8380 8.4492 7.7424  -0.45
C 9.0704 9.0532 7.7985  -0.46
H 8.9570 10.2790 11.0082  0.23
H 6.8632 9.2632 10.9458  0.48
H 6.0147 8.0826 8.8297  0.43
H 7.5261 7.9965 6.7915  0.36
H 9.6660 9.1084 6.8827  0.40
F 8.1144 12.2156 17.3026  -0.38
C 8.0152 10.8909 17.5595  0.22
C 8.8912 10.2231 18.3755  -0.42
C 8.6911 8.8733 18.6214  -0.45
C 7.5989 8.2349 18.1034  -0.56
C 6.6596 8.9265 17.3479  -0.42
C 6.8881 10.2589 17.0876  -0.12
H 9.7067 10.7270 18.8280  0.51
H 9.4450 8.3044 19.1420  0.40
H 7.4407 7.2162 18.3498  0.41
H 5.7691 8.4111 16.9964  0.39
H 6.2437 10.8827 16.4799  0.45

Force components x, y, z for each atom (eV/Å):
O 1.9 1.5 0.0
C -1.7 -0.6 -0.2
O 1.1 -1.1 1.5
C -0.8 1.8 -0.4
C -0.2 -0.6 -0.7
F -0.5 0.5 0.3
O -0.7 -0.1 -0.6
H 0.1 -0.4 0.3
H 0.2 -0.4 -0.1
H 0.4 -0.4 0.0
O 0.3 -1.0 -0.6
S -0.2 0.8 1.5
O 0.7 1.0 -0.1
O -1.4 -0.1 0.5
C -0.7 -1.9 -0.7
C -0.6 0.9 -2.1
O 0.7 -0.1 0.3
H 0.1 0.4 -0.5
H 0.5 0.5 0.9
H 0.0 -0.8 0.5
H 0.6 0.3 0.4
F -0.1 -0.4 0.1
C 0.3 1.8 0.8
C -0.4 -1.4 -1.7
C 0.9 -0.1 0.7
C 0.1 -1.0 -0.9
C 0.8 0.4 0.7
C -0.5 0.3 -0.5
H -0.3 0.5 0.8
H -0.1 0.1 -0.1
H -0.8 0.0 0.1
H 0.2 0.4 0.4
H -0.1 -0.7 -0.3
F -0.6 -0.1 0.1
C 1.4 -0.1 0.1
C -1.8 0.4 -0.3
C 0.8 -1.2 -1.2
C 0.5 0.9 0.1
C -0.4 0.6 -1.0
C 0.9 0.4 0.7
H -0.3 -0.1 0.2
H 0.1 0.2 0.7
H 0.1 -0.1 0.6
H -0.3 -0.6 0.2
H -0.2 -0.2 -0.3
F -0.2 -0.5 0.3
C -0.4 1.1 0.4
C 0.8 -0.3 0.7
C -0.1 0.5 0.4
C -0.1 0.2 -1.2
C 1.1 1.2 -0.7
C -0.5 -1.7 0.4
H -0.2 -0.3 -0.6
H -0.3 -0.4 -0.1
H 0.2 0.1 0.1
H -0.3 -0.3 -0.1
H 0.1 0.1 0.5
F -0.1 -0.2 0.1
C -1.1 0.1 -0.6
C 0.7 0.7 0.8
C -0.3 0.0 -1.3
C 1.2 0.8 0.0
C -0.9 -0.3 0.9
C 1.1 0.2 -0.1
H 0.3 -0.6 -1.0
H -0.3 -0.5 -0.1
H -0.6 -0.4 0.1
H -0.1 0.2 0.6
H 0.0 0.0 0.5
F 0.5 -0.2 0.1
C -0.7 -0.1 0.5
C 0.3 0.1 -0.1
C 0.5 0.2 -0.3
C -0.7 0.1 0.0
C 0.0 -0.3 0.2
C -0.4 0.5 -0.9
H 0.7 0.5 0.2
H 0.0 0.1 0.4
H -0.1 -0.9 0.0
H 0.2 0.2 -0.1
H -0.3 -0.2 0.0

F_max ... 2.36 eV Å⁻¹
Net charge ... 0
E ... -2876.91956 Ha
SMILES ... O=C1OC[C@@H](F)O1.O=S1(=O)OCCO1.Fc1ccccc1.Fc1ccccc1.Fc1ccccc1.Fc1ccccc1.Fc1ccccc1
LUMO energy ... 0.67 eV
HOMO-LUMO gap ... 9.69 eV

=====

The following is a DFT calculation (wB97M-V/def2-TZVPD) of a molecular structure, C35H32FN3O3PRe.

Each line ends with the Mulliken spin population.
Atoms and positions in Å:
Re -2.4561 -0.7437 -0.8289  0.95
F 4.3114 -0.6882 -0.2967  0.00
C 3.4719 0.2692 0.1281  0.00
C 2.1459 0.0691 -0.0754  0.01
C 1.2045 1.0135 0.3703  0.00
C -0.1958 0.8229 0.1642  0.00
O -0.5764 -0.2755 -0.4448  0.02
C -1.0721 1.8259 0.6079  0.00
C -0.5274 2.9336 1.2373  0.00
N 0.7683 3.1043 1.4654  0.01
C 1.2192 4.3315 2.1181  0.00
C 1.7763 4.2513 3.5105  0.00
C 0.4338 4.8718 3.2716  0.00
C 1.6862 2.1596 1.0241  0.00
C 3.0583 2.3541 1.2095  0.00
C 4.0012 1.4219 0.7813  0.00
N 5.3564 1.5988 0.9720  0.00
C 5.8955 2.5556 1.9234  0.00
C 6.8447 3.5250 1.2317  0.00
N 7.8365 2.7512 0.3718  0.00
C 7.7762 1.2713 0.6241  0.00
C 6.3771 0.7452 0.3433  0.00
C -2.5793 1.8803 0.4787  -0.01
O -3.1789 2.8245 0.9011  0.02
O -3.2284 0.8442 -0.0805  0.01
H 1.8232 -0.8348 -0.5721  0.00
H -1.1913 3.7187 1.5717  0.00
H 1.6500 5.0296 1.4117  0.00
H 2.6091 4.8954 3.7563  0.00
H 1.7853 3.2782 3.9835  0.00
H 0.3333 5.9453 3.3316  0.00
H -0.4282 4.3168 3.6148  0.00
H 3.3653 3.2662 1.6905  0.00
H 6.4000 2.0362 2.7425  0.00
H 5.1118 3.1387 2.3920  0.00
H 7.4105 4.1114 1.9522  0.00
H 6.3065 4.1972 0.5677  0.00
H 8.7856 3.0872 0.5446  0.00
H 7.6518 2.9329 -0.6161  0.00
H 8.0915 1.1137 1.6526  0.00
H 8.4948 0.7828 -0.0306  0.00
H 6.3475 -0.2809 0.7105  0.00
H 6.2159 0.7109 -0.7355  0.00
C -6.6817 -0.0190 0.0023  -0.01
C -6.0195 -0.7709 0.9716  0.00
C -5.0275 -1.6459 0.5928  -0.01
C -4.6691 -1.7782 -0.7711  0.01
C -5.3849 -1.0405 -1.7407  -0.04
C -6.3734 -0.1601 -1.3459  0.02
P -3.3028 -2.8928 -1.1449  0.04
C -3.4557 -4.5466 -0.5270  -0.01
C -4.6299 -5.2541 -0.8010  0.00
C -4.7434 -6.5612 -0.3634  0.00
C -3.6996 -7.1507 0.3412  0.00
C -2.5365 -6.4420 0.6147  0.00
C -2.4073 -5.1331 0.1826  0.01
C -2.8841 -2.5683 -2.8611  -0.07
C -2.7554 -3.3086 -4.0277  0.00
C -2.3648 -2.6207 -5.1658  0.01
C -2.0817 -1.2501 -5.1357  -0.02
C -2.1513 -0.5295 -3.9573  0.05
C -2.5393 -1.1985 -2.7917  -0.01
H -7.4564 0.6740 0.3034  0.00
H -6.2815 -0.6651 2.0150  0.00
H -4.5054 -2.2335 1.3407  -0.01
H -5.1651 -1.1606 -2.7929  0.00
H -6.9124 0.4100 -2.0897  0.00
H -5.4453 -4.7890 -1.3423  0.00
H -5.6455 -7.1210 -0.5679  0.00
H -3.7967 -8.1723 0.6831  0.00
H -1.7336 -6.9096 1.1672  0.00
H -1.5048 -4.5732 0.3941  0.00
H -2.9690 -4.3689 -4.0579  0.00
H -2.2848 -3.1517 -6.1053  0.00
H -1.7926 -0.7574 -6.0544  0.00
H -1.9106 0.5260 -3.9408  0.00

Force components x, y, z for each atom (eV/Å):
Re 0.3 -0.4 -0.1
F 0.0 0.0 0.0
C 0.0 0.0 0.0
C 0.0 0.0 0.0
C 0.0 0.0 0.0
C -0.2 0.2 0.0
O 0.0 0.1 -0.1
C 0.0 -0.1 -0.1
C 0.0 0.0 0.0
N -0.1 0.0 0.0
C 0.0 0.0 0.0
C 0.0 0.0 0.0
C 0.0 0.0 0.0
C 0.0 -0.1 0.0
C 0.0 0.0 0.0
C -0.1 0.0 0.0
N 0.1 0.0 0.0
C 0.0 0.0 0.0
C 0.0 0.0 0.0
N 0.0 0.0 0.0
C 0.0 0.0 0.0
C 0.0 0.0 0.0
C 0.2 0.1 0.4
O 0.0 -0.1 -0.2
O -0.2 -0.2 -0.1
H 0.0 0.0 0.0
H 0.0 0.0 0.0
H 0.0 0.0 0.0
H 0.0 0.0 0.0
H 0.0 0.0 0.0
H 0.0 0.0 0.0
H 0.0 0.0 0.0
H 0.0 0.0 0.0
H 0.0 0.0 0.0
H 0.0 0.0 0.0
H 0.0 0.0 0.0
H 0.0 0.0 0.0
H 0.0 0.0 0.0
H 0.0 0.0 0.0
H 0.0 0.0 0.0
H 0.0 0.0 0.0
H 0.0 0.0 0.0
H 0.0 0.0 0.0
C 0.0 0.0 0.0
C 0.0 0.0 0.0
C 0.1 0.0 0.1
C -0.2 0.0 0.0
C 0.1 0.0 0.0
C 0.0 0.0 0.0
P -0.3 0.3 -0.3
C 0.1 0.1 0.1
C 0.0 0.0 0.0
C 0.0 0.0 0.0
C 0.0 0.0 0.0
C 0.0 0.0 0.0
C 0.0 0.0 0.0
C 0.0 0.0 0.3
C 0.1 -0.1 0.1
C 0.0 -0.1 0.0
C 0.0 0.1 0.0
C 0.0 0.0 -0.1
C 0.0 0.1 0.1
H 0.0 0.0 0.0
H 0.0 0.0 0.0
H 0.0 0.0 0.0
H 0.0 0.0 0.0
H 0.0 0.0 0.0
H 0.0 0.0 0.0
H 0.0 0.0 0.0
H 0.0 0.0 0.0
H 0.0 0.0 0.0
H 0.0 0.0 0.0
H 0.0 0.0 0.0
H 0.0 0.0 0.0
H 0.0 0.0 0.0
H 0.0 0.0 0.0

F_max ... 0.56 eV Å⁻¹
Spin multiplicity ... 2
Net charge ... +3
E ... -2261.47351 Ha
Relative energy (zero: lowest compared OMol25 entry of this formula, charge and spin) ... 21.64 kJ/mol
LUMO energy (spin up / spin down) ... -8.78 / -8.63 eV
HOMO-LUMO gap (spin up / spin down) ... 6.85 / 7.00 eV

=====

> net charge of number 1 (C35H32F10N3O2S2)?

+1